Record 1
{"formula": "C44H52AsN7RuS", "method": "ωB97M-V/def2-TZVPD", "species": ["Ru", "S", "C", "C", "C", "C", "C", "C", "As", "C", "C", "C", "C", "C", "C", "C", "C", "C", "C", "C", "C", "H", "H", "H", "H", "H", "H", "H", "H", "H", "H", "H", "H", "H", "H", "C", "N", "C", "C", "N", "C", "C", "C", "C", "C", "C", "C", "C", "C", "N", "C", "N", "C", "C", "N", "C", "C", "C", "N", "C", "C", "H", "H", "H", "H", "H", "H", "H", "H", "H", "H", "H", "H", "H", "H", "H", "H", "H", "H", "H", "H", "H", "H", "H", "H", "H", "H", "H", "H", "H", "H", "C", "C", "C", "C", "C", "C", "N", "H", "H", "H", "H", "H", "H", "H", "H"], "xyz": [[-0.5278, 0.1428, -0.7745], [-1.5126, 1.8770, -2.0910], [-1.0883, 3.4830, -1.5147], [-1.8737, 4.5304, -2.0088], [-1.5866, 5.8179, -1.7032], [-0.5367, 6.1820, -0.8477], [0.1889, 5.1390, -0.2987], [-0.0488, 3.8093, -0.6136], [0.8089, 2.3135, 0.2590], [2.7199, 2.8240, 0.1332], [3.3680, 2.7010, -1.0867], [4.7051, 3.0249, -1.2500], [5.3847, 3.4766, -0.1461], [4.7636, 3.6414, 1.0907], [3.4395, 3.2703, 1.2604], [0.3406, 2.6236, 2.0950], [0.9198, 1.8624, 3.0799], [0.4543, 1.9867, 4.3985], [-0.5606, 2.8510, 4.6703], [-1.1707, 3.5682, 3.6529], [-0.7308, 3.4842, 2.3731], [-2.7057, 4.3356, -2.6843], [-2.1935, 6.6317, -2.0731], [-0.2956, 7.1787, -0.5917], [0.9924, 5.3479, 0.3822], [2.8165, 2.3996, -1.9553], [5.1352, 3.0355, -2.2446], [6.4012, 3.7681, -0.2229], [5.3124, 3.9836, 1.9759], [2.9774, 3.4078, 2.2840], [1.7454, 1.2327, 2.8161], [0.8846, 1.3741, 5.1929], [-0.9101, 2.9806, 5.7072], [-1.9877, 4.2640, 3.9045], [-1.1640, 4.0199, 1.5731], [2.1287, -0.4487, -2.9016], [1.8842, -1.8113, -2.5406], [1.6584, -2.7109, -3.6163], [1.6659, -2.1689, -1.2784], [1.1193, -1.3225, -0.4078], [1.6499, -1.3379, 0.9149], [3.0173, -1.3918, 1.1025], [3.6138, -1.4687, 2.3726], [2.8070, -1.6212, 3.4629], [1.3950, -1.5666, 3.3755], [0.6211, -1.5338, 4.5364], [-0.7288, -1.3580, 4.4982], [-1.3208, -1.2376, 3.2558], [-0.6448, -1.2700, 2.0677], [-1.3444, -1.0308, 0.8747], [-2.6764, -1.1971, 0.9986], [-3.1948, -2.4248, 1.3054], [-4.3509, -2.5226, 2.2171], [-2.3867, -3.5916, 1.3068], [-3.5228, -0.1720, 0.7102], [-3.1610, 1.2049, 1.0830], [-4.8851, -0.3238, 0.1738], [0.7783, -1.4229, 2.0697], [2.1389, -3.3851, -0.9409], [1.7396, -4.1108, 0.2324], [3.2241, -3.9966, -1.6911], [2.3205, 0.0952, -1.9873], [2.9585, -0.3020, -3.6042], [1.2064, -0.0434, -3.3294], [1.0150, -2.1827, -4.3626], [1.1501, -3.5976, -3.2948], [2.5533, -3.0518, -4.1475], [3.6781, -1.3602, 0.2399], [4.6469, -1.3746, 2.5206], [3.3117, -1.7261, 4.4504], [1.0957, -1.6291, 5.5083], [-1.3147, -1.3426, 5.4144], [-2.3888, -1.1020, 3.2595], [-4.8721, -1.5582, 2.3036], [-4.0050, -2.7896, 3.2097], [-5.0473, -3.2303, 1.8148], [-1.7423, -3.6045, 0.4479], [-3.0521, -4.4211, 1.2611], [-1.7213, -3.6659, 2.1670], [-2.1789, 1.1875, 1.4890], [-3.1229, 1.8616, 0.1867], [-3.9125, 1.5444, 1.7426], [-5.0552, -1.3519, -0.0336], [-4.9318, 0.1768, -0.7740], [-5.6063, 0.0367, 0.9271], [0.8950, -3.5608, 0.6916], [2.5084, -4.1610, 1.0181], [1.4374, -5.1552, 0.0029], [3.8373, -3.1911, -2.1211], [2.8933, -4.6555, -2.4542], [3.9284, -4.5210, -1.0311], [-1.9735, -2.9183, -1.9822], [-1.9558, -2.0910, -3.2271], [-2.7879, -2.2251, -4.3922], [-2.3907, -1.2577, -5.2650], [-1.3236, -0.5365, -4.5760], [-0.7122, 0.6980, -5.1267], [-1.0622, -1.0675, -3.3651], [-2.9555, -2.7348, -1.5071], [-1.2227, -2.5774, -1.2497], [-1.8811, -3.9681, -2.1961], [-3.5219, -2.9762, -4.4566], [-2.7628, -1.0335, -6.2650], [-0.2563, 0.4672, -6.0916], [0.1030, 1.0831, -4.4650], [-1.4718, 1.4660, -5.2730]], "forces_ev_per_a": [[0.4068, 0.2820, -0.3850], [0.0429, -0.4385, 0.1204], [0.1530, 0.2578, 0.4494], [-0.2239, -0.7149, -0.5940], [0.3907, 2.0743, 0.7475], [-0.2858, -1.9033, -0.2839], [0.4511, 0.1895, -0.0044], [-0.9986, -0.7072, -0.7012], [0.7531, 0.1520, -0.6229], [-0.2319, -0.1708, 1.0900], [-0.2697, 0.0174, -0.1038], [-0.5727, 0.2743, 0.0498], [0.1358, 0.4472, 0.6636], [0.0765, -0.5322, 0.4068], [-0.7400, 0.3273, 0.4755], [-0.4300, 0.3596, -0.4992], [-0.2260, 0.2600, 0.7212], [1.0730, -0.9469, -0.3159], [-0.8816, 0.3789, 1.1282], [-1.0835, 1.1786, 1.0666], [1.0270, -1.0493, -0.2159], [0.2007, -0.1842, 0.1710], [-0.1984, -0.0846, -0.2897], [0.0171, 0.8953, 0.0803], [0.3081, 0.1782, 0.3189], [-0.3674, -0.1795, -0.3342], [0.1696, -0.2368, 0.1654], [0.8450, 0.1833, -0.1680], [-0.0529, -0.0113, -0.5589], [0.3874, -0.2984, -1.4612], [0.3064, -0.4945, 0.1312], [0.0002, 0.2575, -0.2464], [0.1559, -0.1246, -0.6063], [0.4030, -0.4293, -0.1427], [-0.5619, 0.6266, -0.5318], [-0.7038, 0.8661, 0.0671], [0.3669, 0.0816, -0.5435], [-0.4636, 0.1498, -1.9473], [0.3044, 0.4326, 1.3742], [0.4985, -0.1645, 0.0288], [-0.2426, -0.7558, 0.3505], [0.0810, 0.4741, -0.3379], [-1.9637, -0.1540, 0.1148], [0.9253, 0.0482, 1.0228], [0.1723, 0.2423, -1.4097], [-0.1126, -0.1998, 1.1955], [0.6155, -0.3978, 0.2763], [-0.9771, 0.0996, 0.2964], [0.9820, -0.0745, -0.6141], [-1.0420, 0.4143, 0.4202], [-0.5312, -0.0659, -0.8684], [-0.9303, 1.6864, 0.4475], [0.2139, 1.1444, -0.4631], [0.9901, -0.1329, -0.0259], [0.3195, -0.4636, 0.0422], [0.1196, -0.4289, -2.1282], [0.8395, 0.0300, 1.0733], [0.5545, 0.4182, 0.7385], [0.3920, -1.1258, -0.0343], [-1.1832, -0.1075, 0.9767], [1.2897, 1.1478, 0.7084], [0.2479, 0.2757, 0.1130], [-0.0970, -0.4085, 0.1501], [0.2597, 0.1428, -0.1012], [0.3940, -0.5296, 0.4960], [-0.4576, -0.3568, 0.2573], [0.1662, 0.2699, 0.1494], [-0.1853, 0.1359, -0.0569], [1.3399, -0.1270, -0.1047], [-0.7270, 0.1503, -0.6918], [0.2060, -0.0098, -0.1695], [0.0651, 0.0959, -0.2377], [-0.2310, 0.2477, -0.1360], [0.3145, -0.3646, -0.0536], [0.0389, -0.3265, 0.1843], [-0.4019, -0.5721, 0.0335], [0.1892, -0.0380, -0.4265], [-0.3372, -0.8740, 0.0364], [-0.1728, -0.0563, 0.3642], [0.6532, 0.1646, 0.7203], [-0.1507, -0.4239, 0.4498], [-0.6240, 0.5970, 1.0118], [-0.2792, -0.9170, -0.0279], [-0.2199, 0.7154, -0.2947], [0.0616, 0.0104, -0.6109], [0.2784, -0.6802, -0.2678], [0.0866, 0.1486, -0.3833], [0.1105, 0.6375, -0.1005], [-0.2803, -0.3051, -0.1778], [-0.2561, -0.6848, -0.6735], [-0.5311, -0.0345, 0.1307], [-0.5640, 1.2347, 0.1297], [1.0573, 0.3948, 0.1799], [0.7165, 0.5083, 0.2396], [0.0144, -0.1918, 0.2106], [-0.4076, 0.2511, -0.0209], [1.2461, -0.0876, 0.5894], [-0.6642, -0.1251, -0.0727], [0.2166, -0.3612, -0.0472], [-0.0702, -0.1884, -0.5564], [0.0364, -0.5400, -0.0303], [-0.8316, -0.6265, -0.4063], [0.1111, -0.0851, 0.4107], [-0.1105, 0.0564, -0.1824], [-0.9543, -0.1542, -0.5460], [0.0497, 0.0335, 0.0384]], "lowdin_spin": [3.222, 0.172, 0.014, 0.013, 0.000, 0.011, 0.001, 0.012, 0.092, 0.024, 0.005, 0.000, 0.004, 0.001, 0.007, 0.016, 0.005, 0.000, 0.004, 0.000, 0.004, 0.002, 0.000, 0.001, 0.000, 0.000, 0.000, 0.000, 0.000, 0.001, 0.000, 0.000, 0.000, 0.000, 0.000, 0.009, 0.005, 0.001, 0.012, 0.056, -0.001, 0.010, -0.002, 0.008, 0.000, 0.010, -0.001, 0.012, 0.006, 0.099, 0.021, 0.006, 0.001, 0.001, 0.018, 0.005, 0.001, 0.006, 0.007, 0.001, 0.001, 0.003, 0.000, 0.004, 0.001, 0.000, 0.000, 0.001, 0.000, 0.000, 0.001, 0.000, 0.001, 0.000, 0.000, 0.000, 0.000, 0.000, 0.000, 0.003, 0.001, 0.000, 0.000, 0.000, 0.000, 0.000, 0.000, 0.000, 0.000, 0.000, 0.000, 0.057, 0.307, 0.105, 0.148, 0.289, 0.050, 0.055, 0.016, 0.005, 0.012, 0.002, 0.004, 0.014, 0.000, 0.016], "spin_multiplicity": 6, "total_charge": 1, "s_squared": 8.777, "e_homo_ev": [-8.90, -9.67], "homo_lumo_gap_ev": [7.1, 6.0]}

---

Record 2
{"formula": "C44H52BN8O9SeW", "method": "ωB97M-V/def2-TZVPD", "species": ["W", "C", "C", "N", "N", "C", "B", "N", "C", "C", "C", "N", "N", "C", "C", "C", "N", "H", "H", "H", "H", "H", "H", "H", "H", "H", "H", "C", "C", "C", "C", "C", "C", "C", "Se", "C", "C", "C", "C", "C", "C", "O", "C", "C", "C", "C", "C", "C", "C", "C", "C", "O", "C", "C", "C", "C", "C", "C", "H", "H", "H", "H", "H", "H", "H", "H", "H", "H", "H", "H", "H", "H", "H", "H", "H", "H", "H", "H", "H", "H", "H", "H", "H", "H", "H", "H", "H", "H", "H", "H", "H", "H", "H", "H", "H", "H", "H", "H", "O", "C", "O", "C", "C", "C", "C", "C", "C", "O", "N", "O", "O", "N", "O", "O", "H", "H"], "xyz": [[-0.3022, -1.8744, 0.3310], [1.8929, -4.4121, -2.3148], [1.6119, -3.1187, -1.8911], [0.4621, -3.1183, -1.2559], [-0.0894, -4.4055, -1.3271], [0.7739, -5.1610, -1.9438], [-1.5867, -4.6903, -1.0266], [-1.8736, -4.6067, 0.4830], [-2.4084, -5.5270, 1.2685], [-2.4665, -4.9819, 2.5814], [-1.9520, -3.7131, 2.4419], [-1.6884, -3.4823, 1.1670], [-2.2778, -3.5536, -1.7418], [-3.2668, -3.5724, -2.7005], [-3.7965, -2.2677, -2.6883], [-3.0559, -1.5617, -1.7267], [-2.1594, -2.3588, -1.1821], [2.7376, -4.8306, -2.9157], [2.1360, -2.3011, -2.2578], [0.6258, -6.2234, -2.1768], [-1.7297, -5.7899, -1.2729], [-2.5229, -6.5110, 0.8760], [-2.9316, -5.4036, 3.5325], [-1.7896, -2.9420, 3.1811], [-3.6111, -4.5398, -3.0675], [-4.6601, -1.9740, -3.2963], [-3.2029, -0.5354, -1.4353], [-1.9467, 5.0925, -2.3311], [-3.1462, 4.1437, -2.5889], [-3.3060, 3.8202, -4.1392], [-4.4485, 4.8652, -2.0757], [-2.8001, 2.8545, -1.8404], [-1.7275, 2.0627, -2.1393], [-1.3991, 0.9995, -1.4009], [-0.2849, -0.4561, -2.0189], [1.4021, 0.3496, -1.6598], [1.9759, 1.1863, -2.6143], [3.1851, 1.7715, -2.2978], [3.8763, 1.3447, -1.1809], [3.3458, 0.4518, -0.2198], [2.0143, -0.0376, -0.5059], [1.4376, -1.0185, 0.1899], [4.0870, 0.0708, 1.0441], [5.3707, 0.7456, 1.2503], [4.2811, -1.4059, 1.0323], [3.1529, 0.3640, 2.2335], [4.0167, 2.7563, -3.2944], [4.9152, 1.8008, -4.1319], [4.8296, 3.8126, -2.5017], [2.9967, 3.5881, -4.1488], [-1.9953, 0.7392, -0.1269], [-1.5112, -0.3690, 0.5788], [-3.1478, 1.5116, 0.2591], [-3.4641, 2.5492, -0.6094], [-3.8426, 1.5210, 1.6356], [-2.8246, 2.2873, 2.5486], [-5.1375, 2.3232, 1.6352], [-4.1650, 0.0819, 2.2189], [-2.0558, 6.0493, -2.8509], [-1.0603, 4.6288, -2.6852], [-1.8975, 5.2382, -1.2579], [-3.2984, 4.6665, -4.8608], [-4.1956, 3.2213, -4.2735], [-2.4928, 3.1594, -4.4456], [-4.5321, 5.7654, -2.7340], [-4.4823, 5.0732, -1.0195], [-5.3690, 4.2467, -2.2055], [-1.1872, 2.1578, -3.0866], [1.4511, 1.4108, -3.5806], [4.8849, 1.6780, -1.0905], [6.0214, 0.6115, 0.3302], [5.9157, 0.3170, 2.1077], [5.3244, 1.7955, 1.4806], [4.8762, -1.6465, 0.1770], [3.3568, -1.9671, 0.7906], [4.9603, -1.7960, 1.8581], [2.9217, 1.4025, 2.4504], [3.6370, -0.0537, 3.0824], [2.2049, -0.1630, 2.1882], [5.3854, 1.0687, -3.5020], [5.8247, 2.2864, -4.5535], [4.3644, 1.3428, -4.9241], [5.5965, 3.3808, -1.8832], [4.2031, 4.4016, -1.8940], [5.3146, 4.3143, -3.2812], [2.5680, 2.9955, -4.9324], [3.3894, 4.4409, -4.7415], [2.2004, 4.0284, -3.4596], [-4.3178, 3.1424, -0.4527], [-2.7049, 3.3470, 2.2041], [-1.8873, 1.7790, 2.6117], [-3.2057, 2.3461, 3.5629], [-5.0115, 3.3577, 1.2943], [-5.4655, 2.3864, 2.6828], [-5.9652, 1.8859, 1.0974], [-3.3655, -0.6679, 2.0641], [-5.0977, -0.1118, 1.6636], [-4.4109, 0.1628, 3.2811], [1.5198, -5.0281, 2.3104], [1.1953, -3.8822, 2.2470], [0.8402, -3.3555, 1.0805], [1.2620, -2.9225, 3.3716], [1.7886, -3.2764, 4.6088], [1.6993, -2.4480, 5.6946], [0.9011, -1.3147, 5.6145], [0.3259, -0.9836, 4.4112], [0.4995, -1.7619, 3.2700], [-0.1662, -1.4726, 2.2070], [-0.4792, 0.2750, 4.2465], [0.0399, 1.1300, 3.5202], [-1.5097, 0.3665, 4.8784], [2.4011, -2.7836, 6.9605], [2.9100, -3.9100, 7.0199], [2.4421, -1.9676, 7.8445], [2.5147, -4.1311, 4.6985], [0.8091, -0.5669, 6.3620]], "forces_ev_per_a": [[-0.1487, 0.1051, -0.3713], [0.4737, -0.8797, -0.7702], [0.4319, -2.5100, -0.8488], [-2.4557, -0.7192, 0.0949], [0.6728, 1.6894, 0.8355], [1.4852, -1.2412, -0.8816], [1.3669, 0.7594, 0.8936], [-0.4756, 0.4916, -0.7383], [0.5570, 0.2272, 1.8499], [-1.1354, -1.5053, 0.6213], [-0.6293, 0.3267, 0.5865], [1.3596, 1.7050, -0.6209], [-1.4601, -1.2335, -1.1381], [0.3785, 1.2127, 2.1482], [-0.2654, -1.2089, -0.6756], [-1.5013, 0.1416, -0.9668], [0.9785, 0.2636, 0.8520], [-0.9075, 0.8308, 0.7491], [0.8583, 1.7761, 0.3774], [-0.2959, 0.6719, 0.3376], [-0.7532, -1.2887, -1.0478], [-0.4819, -0.4264, 0.0232], [0.9762, 0.4516, -1.7140], [-0.2200, -0.1257, -0.0622], [0.2497, 0.5773, -0.2595], [0.6346, 0.2063, 0.4694], [0.0437, -0.2400, -0.0282], [-1.2896, 0.0224, -0.1651], [-0.4511, 0.3638, -0.8816], [0.5713, 0.0315, 0.7662], [-0.1149, -0.8593, -1.6183], [-1.2802, 0.6813, 2.3171], [0.5200, 0.4420, -2.9420], [-0.0446, -2.2856, 3.2650], [0.2908, 0.9023, 0.3760], [-0.3757, 0.2845, -1.6124], [-0.6824, 0.7110, -0.5958], [1.3930, 1.0791, -1.9625], [-0.9812, -1.1320, 1.3359], [-0.7638, 0.7225, -1.1096], [2.1238, 0.4029, -0.0150], [-1.4362, -0.6091, 1.1538], [-2.5864, 0.0368, 0.6633], [2.6285, 0.1639, -0.8155], [1.0273, -2.0095, -0.2266], [-0.3741, 0.0647, 0.0490], [-1.4428, -0.4390, 0.6582], [0.9912, 1.6077, 0.3835], [-0.1652, -2.5035, -0.4663], [-0.1897, 0.5614, 0.7978], [-0.3830, -0.2832, -0.5782], [0.1015, 0.4721, -0.4616], [1.2558, -0.2656, 0.2889], [0.9312, -0.3157, -2.3544], [1.2474, -0.4546, 0.6562], [-1.0705, 0.6745, -0.3882], [-0.0553, 0.4584, 0.8377], [-0.1533, 1.2729, -1.0503], [-0.1387, -0.0954, 0.1567], [1.0233, -0.3640, -0.2088], [0.3017, 0.2682, 0.1653], [-0.1545, -0.2479, 0.8910], [-0.4627, 0.0412, -0.1292], [0.1463, 0.1368, -0.0438], [-0.1967, -0.5112, 0.9447], [0.5564, 0.6634, 0.3256], [0.6604, 0.2734, -0.3888], [-0.1945, 0.3270, 0.2012], [0.5353, -0.1940, 1.1287], [0.4036, 0.2249, 0.4288], [-0.4498, 0.1654, 1.1292], [-0.2326, -0.1107, -0.3648], [-0.3352, 0.5993, -0.1866], [0.7134, -0.1180, -0.9156], [0.4588, 0.1305, 1.0699], [-1.5162, 0.4135, -0.4848], [0.2033, 0.2774, -0.2752], [0.5335, -0.2007, 1.0733], [-0.0406, 0.0215, -0.3504], [-0.1954, -0.6824, 0.4325], [-0.8540, 0.2392, -0.0742], [-0.3486, -0.4629, -0.4726], [0.3670, -0.2539, 0.3084], [-0.7359, 0.9820, 0.5207], [0.7835, 1.4635, -0.7847], [-0.7158, -0.6417, -0.1769], [0.4461, -0.4030, 0.7582], [0.8760, -0.6801, -0.9789], [-0.7308, 0.4107, 0.5831], [0.1223, -0.9283, 0.0884], [0.6309, -0.0942, -0.2330], [-0.2135, -0.0711, 0.2009], [0.0197, -0.2452, 0.1919], [0.0354, 0.0188, -0.2167], [-0.1122, -0.3128, -0.4363], [-0.5857, 0.4473, -0.0237], [0.3820, -0.9671, 0.3578], [0.1066, 0.0033, -0.1343], [0.0744, -0.7732, 0.4129], [0.7449, 0.6132, -0.4304], [-0.0199, 0.3091, -0.7175], [-0.8462, -0.3263, 0.6833], [2.4172, -1.2064, -0.2379], [-0.6653, 0.4378, 0.2660], [0.1551, 0.7725, -0.5590], [-0.2270, 0.3103, -0.2791], [0.6307, -0.9562, 1.1926], [-1.5456, 1.4488, -1.2464], [1.3525, 0.1510, 0.0496], [-0.9104, -1.0163, 0.8981], [0.3328, 0.1267, -0.4495], [0.6092, -1.7400, -0.2321], [-0.6276, 1.3558, -0.2270], [-0.2605, 0.4165, -0.1142], [-1.2772, 0.6152, -0.2027], [-0.0079, 0.0825, 1.0962]], "mulliken_charge": [-0.016, -1.284, -0.653, 0.915, -0.166, -0.074, -0.020, -0.011, -0.008, -1.404, -0.367, 0.225, -0.383, -0.289, -1.503, -0.472, 0.954, 0.410, 0.566, 0.461, -0.083, 0.495, 0.352, 0.770, 0.454, 0.453, 0.907, -1.513, 1.877, -1.474, -1.869, -0.587, -0.862, 0.471, 0.619, 1.116, -0.640, -0.201, -0.475, -0.627, -0.406, 0.278, 2.859, -2.358, -1.531, -1.482, 1.618, -1.619, -1.919, -1.613, -0.043, 0.509, 0.034, -0.601, 2.063, -1.495, -2.115, -1.433, 0.456, 0.337, 0.362, 0.372, 0.407, 0.263, 0.391, 0.444, 0.388, 0.297, 0.319, 0.291, 0.431, 0.438, 0.393, 0.465, -0.003, 0.356, 0.303, 0.636, -0.113, 0.352, 0.416, 0.367, 0.391, 0.423, 0.630, 0.387, 0.387, 0.287, 0.706, 0.212, 0.221, 0.547, 0.465, 0.482, 0.399, -0.036, 0.431, 0.409, -0.658, 0.046, -0.516, 0.934, -0.682, -0.598, -0.304, -0.089, 0.057, 0.446, 1.075, -0.529, -0.565, 0.976, -0.584, -0.577, 0.477, 0.576], "spin_multiplicity": 1, "total_charge": 1, "e_homo_ev": [-11.15, -11.15], "homo_lumo_gap_ev": [6.1, 6.1]}

---

no.,largest force on an atom (eV/Å)
1,2.2
2,4.0